Molecular formula: C5H8NP
Method: DFT, ωB97M-V/def2-TZVPD

Each line ends with the Löwdin charge.
Geometry (Å):
C: -0.096 0.221 0.142  -0.106
C: 1.245 0.482 -0.002  -0.654
C: -0.829 -1.065 0.068  -0.475
C: 1.848 1.883 -0.082  -0.157
C: -2.319 -0.976 0.140  -0.053
N: -0.357 -2.216 -0.153  0.108
P: 2.460 -0.836 0.302  0.832
H: -0.752 1.011 0.227  0.077
H: 2.903 1.895 -0.105  0.020
H: 1.471 2.442 0.807  0.093
H: 1.670 2.350 -1.081  0.089
H: -2.483 -0.386 -0.783  0.094
H: -2.715 -0.479 0.962  0.053
H: -2.732 -1.976 -0.092  0.090
H: 0.685 -2.352 -0.349  -0.010

Values from the calculation:
* HOMO energy (alpha / beta): -8.04 / -8.07 eV
* E_LUMO (alpha / beta): -1.094 / -1.651 eV



Molecular formula: C5H8NS
Method: DFT, ωB97M-V/def2-TZVPD

Each line ends with the Löwdin charge.
Geometry (Å):
C: -1.154 1.613 -0.442  -0.087
C: -2.461 1.185 -0.394  -0.303
C: -0.985 -0.608 0.333  -0.545
C: -0.226 -1.681 0.820  -0.097
C: 1.153 0.559 -0.279  -0.011
N: -0.249 0.587 -0.175  -0.117
S: -2.598 -0.494 0.036  1.205
H: -0.765 2.634 -0.610  0.157
H: -3.392 1.735 -0.484  0.087
H: 0.291 -1.385 1.814  0.156
H: -0.971 -2.566 1.068  0.147
H: 0.548 -2.101 0.204  0.090
H: 1.476 0.948 -1.251  0.125
H: 1.582 1.259 0.410  0.111
H: 1.432 -0.473 -0.105  0.082

Values from the calculation:
* HOMO energy: -14.14 eV
* E_LUMO: -4.625 eV
* total charge: +1



Molecular formula: C5H8NS
Method: DFT, ωB97M-V/def2-TZVPD

Each line ends with the Löwdin charge.
Geometry (Å):
C: 0.311 0.282 -0.049  0.145
C: -1.328 -1.507 -0.400  -0.408
C: -0.989 -0.409 0.309  -0.335
C: -1.524 0.258 1.480  -0.053
C: 2.467 1.532 -0.533  -0.041
N: 1.257 0.923 -0.394  0.140
S: -0.369 -2.140 -1.732  0.819
H: -1.346 -3.099 -2.097  -0.045
H: -2.077 -2.209 -0.098  0.086
H: -1.693 1.308 1.110  0.123
H: -0.944 0.301 2.449  0.130
H: -2.436 -0.168 1.691  0.065
H: 3.089 0.710 -0.998  0.144
H: 2.882 1.843 0.422  0.120
H: 2.699 2.376 -1.162  0.110

Values from the calculation:
* HOMO energy: -13.18 eV
* E_LUMO: -4.675 eV
* total charge: +1



Molecular formula: C5H8NS
Method: DFT, ωB97M-V/def2-TZVPD

Each line ends with the Löwdin charge.
Geometry (Å):
C: -1.780 0.588 -0.626  0.070
C: -1.456 1.334 0.500  -0.068
C: -0.278 0.354 0.884  -0.169
C: -0.254 -0.882 -1.419  -0.181
C: 0.615 -0.316 -0.219  -0.619
N: -1.406 -0.146 -1.445  0.209
S: 1.871 0.869 -0.845  0.762
H: -0.934 2.306 0.350  0.163
H: -2.385 1.457 1.043  0.147
H: 0.388 0.999 1.697  0.189
H: -0.689 -0.655 1.340  0.165
H: 0.337 -0.659 -2.422  0.166
H: -0.257 -1.999 -1.381  0.158
H: 1.245 -1.069 0.220  0.092
H: 2.390 1.194 0.400  -0.085

Values from the calculation:
* HOMO energy: -13.37 eV
* E_LUMO: -5.763 eV
* total charge: +1
* SMILES: S[C@H]1CCC#[N+]C1